Model w:
DFT (the ωB97M-V functional and the def2-TZVPD basis) results for C7H12 in the gas phase.

Positions of all 19 atoms, in Å:
C -1.185 -0.517 1.194
C -0.603 -0.027 -1.126
C -0.523 1.283 -0.342
C -0.799 -1.147 -0.132
C 0.510 -1.008 -0.890
C -0.634 0.916 1.160
C 1.902 -0.590 -0.464
H 1.919 0.211 0.280
H 0.342 0.960 1.656
H -0.894 -1.075 2.091
H -1.132 -0.019 -2.075
H 2.476 -1.435 -0.068
H -2.283 -0.480 1.185
H -1.377 -2.024 -0.416
H -1.343 1.943 -0.643
H 0.562 -1.779 -1.659
H -1.287 1.613 1.698
H 0.409 1.824 -0.545
H 2.436 -0.222 -1.351

For the highest occupied orbital energy, the calculation gives -0.3556 hartree. The SMILES is C[C@H]1[C@H]2CCC[C@@H]12. The charge is 0. Its LUMO energy is 0.0418 Eh.


Model x:
DFT (the ωB97M-V functional and the def2-TZVPD basis) results for 2 unconnected molecules or ions with the total composition C7H12.

Positions of all 19 atoms, in Å:
C 0.729 1.663 -0.474
C 0.571 0.257 -0.029
C -1.988 -0.037 0.280
C 2.806 -0.857 0.314
C -2.124 -0.960 -0.858
C -2.546 0.629 1.256
C 1.310 -0.717 0.377
H 0.433 2.485 0.196
H -2.143 -0.475 -1.734
H 3.189 -1.082 -0.825
H 3.255 0.047 0.523
H 3.031 -1.620 1.052
H -3.568 0.522 1.296
H -1.927 1.315 1.981
H 0.182 1.746 -1.334
H -1.402 -1.643 -0.738
H 0.738 -1.662 0.795
H 1.793 1.633 -0.907
H -3.165 -1.365 -0.687

For the highest occupied orbital energy (spin up / spin down), the calculation gives -0.2734 / -0.2696 hartree. The charge is 0. Its LUMO energy (spin up / spin down) is 0.0327 / 0.0337 Eh.


Model y:
DFT (the ωB97M-V functional and the def2-TZVPD basis) results for C7H12 in the gas phase.

Positions of all 19 atoms, in Å:
C -0.345 0.895 -0.949
C -0.159 0.635 1.126
C -0.308 0.597 -2.235
C 0.323 -0.794 1.335
C 0.584 -1.723 0.093
C -1.358 0.639 0.156
C 0.715 1.320 0.056
H -2.048 1.473 0.316
H -1.924 -0.300 0.125
H 0.790 2.405 0.177
H -1.171 0.168 -2.739
H 0.899 -2.617 0.608
H -0.294 1.181 2.071
H 1.252 -0.758 1.920
H 1.720 0.895 -0.054
H 0.595 0.748 -2.823
H 1.383 -1.458 -0.614
H -0.398 -1.305 1.987
H -0.256 -2.003 -0.557

For the highest occupied orbital energy, the calculation gives -0.3384 hartree. The SMILES is C=C1CC(CC)C1. The charge is 0. Its LUMO energy is 0.0400 Eh.


Model z:
DFT (the ωB97M-V functional and the def2-TZVPD basis) results for C7H12 in the gas phase.

Positions of all 19 atoms, in Å:
C 0.943 -0.337 -0.420
C -0.451 0.193 -0.817
C 1.505 1.414 1.345
C -1.324 -0.521 -1.529
C 1.213 -0.041 1.020
C 1.132 -0.882 2.047
C -2.761 -0.102 -1.647
H 1.739 0.241 -0.904
H -0.706 1.191 -0.456
H -0.956 -1.412 -2.045
H 0.951 -1.942 1.854
H -2.965 0.777 -2.230
H 1.305 1.569 2.400
H -3.563 -0.814 -1.837
H 1.066 -1.368 -0.738
H 0.843 2.075 0.718
H -2.816 0.310 -0.643
H 2.501 1.715 0.901
H 1.245 -0.586 3.089

For the highest occupied orbital energy, the calculation gives -0.3336 hartree. The SMILES is C=C(C)C/C=C/C. The charge is 0. Its LUMO energy is 0.0412 Eh.


Least stable: model x


Model w:
DFT (the ωB97M-V functional and the def2-TZVPD basis) results for C7H12 in the gas phase.

Positions of all 19 atoms, in Å:
C -0.142 -0.429 1.028
C -2.437 0.482 0.175
C -0.217 -0.251 -1.174
C -1.265 -0.477 -0.056
C 2.305 -0.524 -0.122
C 1.905 0.935 0.026
C 0.869 -0.146 -0.082
H 2.026 1.440 0.988
H -2.136 1.539 0.206
H 2.047 1.605 -0.822
H -3.237 0.359 -0.567
H -2.899 0.253 1.145
H -0.088 -1.137 -1.815
H 2.747 -0.826 -1.071
H 2.760 -1.018 0.738
H -0.254 0.395 1.747
H -1.664 -1.489 -0.138
H 0.003 -1.362 1.590
H -0.321 0.650 -1.796

For the highest occupied orbital energy, the calculation gives -0.3558 hartree. The SMILES is CC1CC2(CC2)C1. The charge is 0. Its LUMO energy is 0.0418 Eh.


Model x:
DFT (the ωB97M-V functional and the def2-TZVPD basis) results for C7H12 in the gas phase.

Positions of all 19 atoms, in Å:
C 2.761 -0.397 0.217
C -2.078 0.034 -0.676
C 4.023 -0.207 0.881
C 1.599 -0.567 -0.010
C -0.765 0.144 0.075
C -3.192 0.823 -0.011
C 0.302 -0.679 -0.626
H -4.131 0.725 -0.562
H 4.665 -1.085 0.777
H 3.647 -0.098 1.902
H -2.931 1.886 0.042
H -2.350 -1.028 -0.747
H 0.017 -1.735 -0.679
H 0.456 -0.320 -1.649
H -0.435 1.190 0.135
H -1.923 0.381 -1.707
H -0.876 -0.205 1.111
H 4.562 0.673 0.515
H -3.353 0.468 1.013

For the highest occupied orbital energy, the calculation gives -0.3386 hartree. The SMILES is CC#CCCCC. The charge is 0. Its LUMO energy is 0.0373 Eh.


Model y:
DFT (the ωB97M-V functional and the def2-TZVPD basis) results for 2 unconnected molecules or ions with the total composition C7H12.

Positions of all 19 atoms, in Å:
C 1.139 0.218 0.623
C -1.396 -0.596 -0.725
C 0.323 0.667 1.562
C 2.458 0.458 0.051
C -0.550 0.258 -1.289
C 1.841 -0.942 0.052
C -2.699 -0.118 -0.150
H 1.644 -1.428 -0.902
H 2.498 0.925 -0.936
H -1.154 -1.658 -0.654
H -3.186 -0.851 0.498
H -0.726 1.331 -1.236
H 2.171 -1.621 0.835
H 0.345 -0.052 -1.816
H -2.567 0.813 0.417
H -3.383 0.104 -0.977
H 3.262 0.746 0.715
H 0.633 1.511 2.162
H -0.653 0.234 1.768

For the highest occupied orbital energy, the calculation gives -0.3059 hartree. The SMILES is C=C1CC1.C=CC. The charge is 0. Its LUMO energy is 0.0426 Eh.


Model z:
DFT (the ωB97M-V functional and the def2-TZVPD basis) results for a molecular structure, C7H12.

Positions of all 19 atoms, in Å:
C 1.437 1.309 0.474
C 1.484 0.503 -0.794
C 0.089 1.860 0.832
C -1.214 -0.879 0.056
C 0.500 0.503 1.335
C -1.455 -1.936 -1.015
C 0.206 -0.716 0.496
H 1.005 0.923 -1.680
H 0.623 0.352 2.406
H -2.524 -2.121 -1.161
H -1.042 -1.615 -1.978
H -1.748 0.054 -0.188
H -0.669 1.942 0.054
H -1.663 -1.216 1.009
H 2.334 1.792 0.852
H 2.477 0.115 -1.036
H 1.059 -0.660 -0.478
H -0.972 -2.879 -0.743
H 0.074 2.668 1.558

For the highest occupied orbital energy, the calculation gives -0.2798 hartree. The charge is 0. Its LUMO energy is 0.0302 Eh.


Least stable: model z


Model w:
DFT (the ωB97M-V functional and the def2-TZVPD basis) results for C7H12 in the gas phase.

Positions of all 19 atoms, in Å:
C -1.926 -0.327 -0.537
C -0.364 0.968 0.901
C -1.766 0.392 0.769
C -1.196 -1.001 0.582
C 2.100 0.561 -0.947
C 1.243 -0.651 -0.514
C 0.252 -0.448 0.668
H -0.098 1.745 0.178
H -1.363 0.002 -1.409
H 1.526 1.410 -1.338
H 0.696 -1.035 -1.384
H -0.157 1.334 1.911
H -2.916 -0.713 -0.766
H 1.950 -1.444 -0.243
H -2.621 0.706 1.362
H -1.584 -1.907 1.044
H 0.714 -0.809 1.594
H 2.716 0.942 -0.125
H 2.796 0.275 -1.747

For the highest occupied orbital energy, the calculation gives -0.3485 hartree. The SMILES is CC[C@H]1C[C@H]2C[C@@H]12. The charge is 0. Its LUMO energy is 0.0441 Eh.


Model x:
DFT (the ωB97M-V functional and the def2-TZVPD basis) results for C7H12 in the gas phase.

Positions of all 19 atoms, in Å:
C -0.567 -1.192 0.470
C 0.980 2.335 -1.359
C 0.831 0.938 -0.772
C -1.973 -0.632 0.449
C -0.233 -2.364 -0.099
C 1.213 0.572 0.481
C 0.421 -0.445 1.333
H -0.854 -2.835 -0.856
H 1.969 2.365 -1.840
H -2.091 0.171 1.195
H -2.099 -0.167 -0.557
H 2.141 0.932 0.966
H 0.576 -2.849 0.444
H 0.623 3.113 -0.674
H -0.105 0.091 2.118
H -2.743 -1.370 0.593
H 0.540 0.055 -1.383
H 1.202 -1.177 1.587
H 0.168 2.460 -2.095

For the highest occupied orbital energy, the calculation gives -0.3044 hartree. The SMILES is C=C(C)C/C=C/C. The charge is 0. Its LUMO energy is 0.0398 Eh.


Least stable: model x


Model w:
DFT (the ωB97M-V functional and the def2-TZVPD basis) results for a molecular structure, C7H12.

Positions of all 19 atoms, in Å:
C 0.555 1.055 0.578
C -0.581 -0.630 -0.457
C 0.719 -0.440 0.304
C -1.511 0.276 0.264
C -0.576 -0.788 -1.957
C -1.108 -1.887 -1.074
C 1.202 1.636 1.821
H -2.184 -2.045 -1.049
H 2.298 1.559 1.747
H -1.292 -0.205 -2.536
H 0.711 -0.994 1.253
H 0.897 1.086 2.719
H 1.630 -0.710 -0.248
H 0.952 2.695 1.953
H 0.734 1.663 -0.313
H -0.518 -2.788 -0.941
H -2.113 0.905 -0.415
H 0.380 -0.958 -2.445
H -0.778 0.983 1.007

For the highest occupied orbital energy, the calculation gives -0.2739 hartree. The charge is 0. Its LUMO energy is 0.0239 Eh.


Model x:
DFT (the ωB97M-V functional and the def2-TZVPD basis) results for 2 unconnected molecules or ions with the total composition C7H12.

Positions of all 19 atoms, in Å:
C 1.111 -0.642 2.114
C -0.651 0.865 -2.295
C 0.160 0.518 2.046
C -0.432 -0.442 -1.586
C 0.168 1.443 1.091
C -1.073 -1.428 -0.690
C 0.549 -0.037 -2.327
H -0.617 1.802 -1.727
H 1.855 -0.490 2.906
H -0.535 2.272 1.088
H 1.534 -0.185 -2.741
H 1.645 -0.768 1.166
H -0.343 -2.136 -0.286
H -1.566 -0.917 0.143
H 0.879 1.397 0.268
H -1.837 -1.992 -1.238
H -0.571 0.593 2.852
H -1.327 0.911 -3.155
H 0.585 -1.577 2.342

For the highest occupied orbital energy, the calculation gives -0.3310 hartree. The SMILES is CC1=CC1.C=CC. The charge is 0. Its LUMO energy is 0.0414 Eh.


Least stable: model w


Model w:
DFT (the ωB97M-V functional and the def2-TZVPD basis) results for 2 unconnected molecules or ions with the total composition C5H16N2O.

Positions of all 24 atoms, in Å:
O -1.499 0.856 -2.357
N -1.630 0.044 1.935
N 2.692 0.610 -1.413
C -0.557 0.965 1.367
C 1.472 -0.129 -1.341
C -2.260 -1.021 1.200
C 0.812 0.222 1.126
C 0.921 -0.761 -0.084
H -1.835 1.330 -3.151
H 0.933 -0.439 1.997
H 3.468 0.147 -1.746
H -0.563 0.714 -2.592
H 1.404 -0.948 -2.156
H -1.449 -0.306 2.908
H -0.050 -1.255 -0.307
H 0.534 0.496 -1.508
H -0.383 1.762 2.086
H -2.514 -1.867 1.860
H 2.939 1.113 -0.538
H -1.578 -1.529 0.449
H -3.121 -0.767 0.682
H 1.600 1.049 1.074
H 1.622 -1.614 0.112
H -0.959 1.329 0.398

For the highest occupied orbital energy, the calculation gives -0.2981 hartree. The SMILES is CNCCCCN.O. The charge is 0. Its LUMO energy is 0.0327 Eh.


Model x:
DFT (the ωB97M-V functional and the def2-TZVPD basis) results for 2 unconnected molecules or ions with the total composition C5H16N2O.

Positions of all 24 atoms, in Å:
O 0.183 5.584 -2.159
N -0.086 0.069 -1.026
N 1.570 -1.021 2.098
C -0.694 0.168 2.261
C 0.793 0.071 0.161
C 0.296 -0.678 1.360
C -0.093 -1.212 -1.720
C -1.261 -2.160 -1.366
H 0.944 -1.708 -1.402
H -0.240 -1.618 1.100
H -1.830 -2.577 -2.248
H 0.063 5.254 -1.256
H -0.116 -1.096 -2.869
H -0.156 1.039 2.377
H -2.151 -1.812 -0.672
H -1.026 0.366 -0.771
H 1.689 -0.790 3.098
H 2.402 -0.909 1.540
H -1.115 -0.237 3.165
H 0.699 5.085 -2.727
H 1.792 -0.222 -0.240
H -1.605 0.299 1.743
H -0.928 -3.110 -0.916
H 0.867 1.214 0.467

For the highest occupied orbital energy, the calculation gives -0.3161 hartree. The SMILES is CCNC[C@H](C)N.O. The charge is 0. Its LUMO energy is 0.0284 Eh.


Model y:
DFT (the ωB97M-V functional and the def2-TZVPD basis) results for 3 unconnected molecules or ions with the total composition C5H16N2O.

Positions of all 24 atoms, in Å:
O -0.220 -1.182 -2.658
N 0.545 -2.239 -0.120
N -0.966 1.921 -1.293
C -0.910 1.946 0.166
C 0.497 1.589 0.674
C -0.607 -1.103 1.929
C 0.938 0.191 0.119
C -0.016 -1.028 0.385
H 2.525 -2.190 0.084
H 0.566 1.494 1.788
H 1.164 2.420 0.297
H -0.122 2.203 -1.739
H -1.825 2.135 -1.818
H 0.027 -1.732 -1.816
H -0.136 -1.924 -3.332
H -0.978 -0.905 -0.134
H -1.310 2.888 0.604
H -1.486 1.104 0.501
H 0.965 0.256 -0.998
H -0.630 -0.155 2.504
H 1.566 -2.230 0.096
H -1.609 -1.528 1.984
H 0.059 -1.801 2.511
H 1.963 -0.131 0.266

For the highest occupied orbital energy, the calculation gives -0.3175 hartree. The charge is 0. Its LUMO energy is -0.0892 Eh.


Least stable: model y


Model w:
DFT (the ωB97M-V functional and the def2-TZVPD basis) results for 2 unconnected molecules or ions with the total composition H2IO.

Positions of all 4 atoms, in Å:
I -0.096 2.447 3.185
O -0.043 -0.763 -1.441
H 0.415 -1.497 -1.029
H -0.276 -0.187 -0.714

For the highest occupied orbital energy, the calculation gives -0.1221 hartree. The charge is -1. Its LUMO energy is 0.1321 Eh.


Model x:
DFT (the ωB97M-V functional and the def2-TZVPD basis) results for 2 unconnected molecules or ions with the total composition H2IO.

Positions of all 4 atoms, in Å:
I -0.097 0.083 0.154
O 1.825 -1.485 -2.817
H 1.520 -2.415 -2.923
H 1.255 -1.118 -2.104

For the highest occupied orbital energy, the calculation gives -0.1295 hartree. The charge is -1. Its LUMO energy is 0.1429 Eh.


Least stable: model w